1.
Formula: CH5N2S
Source: the Open Molecules 2025 dataset
Level of theory: ωB97M-V/def2-TZVPD

- energy above the lowest of the compared OMol25 structures with the same formula, charge and spin (eV) = 3.114
- HOMO energy (eV) = -14.364
- charge = +1
- LUMO energy (eV) = -5.59
- strongest force on any atom (eV Å⁻¹) = 7.0

Each line ends with the natural charge from an NBO analysis.
Atoms and positions in Å:
S  0.784  -1.225  -0.053  0.538
N  1.208  0.298  0.014  -0.414
N  -1.549  -0.385  0.034  -1.119
C  1.312  1.411  0.396  0.407
H  -1.471  -0.169  -0.951  0.382
H  -2.049  -1.311  0.020  0.405
H  1.720  2.351  0.458  0.279
H  2.011  -1.357  -0.571  0.108
H  -1.966  0.386  0.651  0.412

2.
Formula: C6H13NO
Source: the Open Molecules 2025 dataset
Level of theory: ωB97M-V/def2-TZVPD

- SMILES = CCCCNC(C)=O
- energy above the lowest of the compared OMol25 structures with the same formula, charge and spin (eV) = 0.857
- HOMO energy (eV) = -9.367
- LUMO energy (eV) = 0.92
- strongest force on any atom (eV Å⁻¹) = 2.0

Each line ends with the natural charge from an NBO analysis.
Atoms and positions in Å:
O  1.185  -2.016  -1.577  -0.633
N  -0.382  -1.041  -0.353  -0.627
C  -0.095  1.297  3.116  -0.615
C  0.469  -1.033  -1.417  0.670
C  -1.309  0.009  0.116  -0.211
C  0.487  1.039  1.715  -0.412
C  0.380  -0.012  -2.534  -0.718
C  -0.496  1.271  0.563  -0.401
H  0.439  0.673  3.835  0.219
H  -1.241  2.034  0.777  0.206
H  -1.799  -0.443  0.973  0.204
H  -1.939  0.268  -0.736  0.193
H  0.010  1.530  -0.358  0.198
H  1.264  1.765  1.513  0.203
H  -0.435  -1.923  0.113  0.404
H  -1.066  0.778  3.180  0.193
H  0.996  0.077  1.767  0.213
H  1.411  0.071  -2.878  0.249
H  -0.085  0.924  -2.233  0.207
H  -0.232  2.368  3.234  0.213
H  -0.160  -0.444  -3.376  0.245

3.
Formula: C2H5BrNO
Source: the Open Molecules 2025 dataset
Level of theory: ωB97M-V/def2-TZVPD

- energy above the lowest of the compared OMol25 structures with the same formula, charge and spin (eV) = 3.838
- HOMO energy (spin up / spin down) (eV) = -12.594 / -13.388
- charge = +1
- LUMO energy (spin up / spin down) (eV) = -5.07 / -4.71
- strongest force on any atom (eV Å⁻¹) = 5.4

Each line ends with the natural charge from an NBO analysis.
Atoms and positions in Å:
Br  3.279  0.366  -0.008  0.397
O  1.319  -1.631  0.209  -0.454
N  -1.175  -0.214  -0.187  -0.760
C  -0.397  0.867  0.312  -0.365
C  1.844  -0.576  0.176  0.412
H  -0.670  -1.227  0.055  0.443
H  -1.111  0.022  -1.262  0.465
H  -2.167  -0.527  0.030  0.452
H  -0.647  1.375  1.212  0.222
H  -0.275  1.544  -0.537  0.187

4.
Formula: C26H37N2O2S
Source: the Open Molecules 2025 dataset
Level of theory: ωB97M-V/def2-TZVPD

- energy above the lowest of the compared OMol25 structures with the same formula, charge and spin (eV) = 21.855
- HOMO energy (eV) = -10.847
- charge = +1
- LUMO energy (eV) = -4.76
- strongest force on any atom (eV Å⁻¹) = 10.3

Each line ends with the natural charge from an NBO analysis.
Atoms and positions in Å:
S  2.553  -1.832  -5.433  0.212
O  -4.675  -4.752  -2.235  -0.726
O  1.904  4.510  4.600  -0.728
N  0.639  -0.983  -0.532  -0.114
N  -0.598  -0.510  -0.832  -0.147
C  1.456  5.395  5.623  0.093
C  -3.831  -1.001  -1.691  -0.418
C  2.899  -2.211  -1.138  -0.100
C  1.402  4.650  6.947  -0.630
C  -0.481  0.522  1.608  -0.073
C  -1.174  -0.745  -2.185  0.285
C  4.288  -2.407  -0.869  -0.194
C  1.360  -1.719  -1.587  0.118
C  -1.151  -0.074  3.020  -0.212
C  0.958  0.908  4.586  -0.222
C  0.094  5.954  5.245  -0.630
C  4.881  -0.399  -4.313  -0.642
C  -4.364  -2.191  -2.737  -0.444
C  -1.346  0.288  0.236  -0.274
C  -1.296  -0.520  5.799  -0.676
C  -0.480  0.092  4.508  -0.004
C  -1.640  -0.729  -5.912  -0.320
C  4.424  -1.708  -5.246  -0.540
C  -0.577  -1.561  -3.463  -0.022
C  1.848  -3.021  -4.169  -0.610
C  1.691  1.517  3.213  -0.229
C  -3.672  -3.663  -2.359  -0.072
C  0.948  1.313  1.747  -0.206
C  0.953  -2.151  -3.107  0.142
C  -1.313  -1.808  -4.916  -0.298
C  -2.681  -0.060  -2.433  -0.477
H  5.465  -2.444  -1.042  0.309
H  -3.026  -3.628  -1.382  0.164
H  2.387  4.243  7.200  0.217
H  -4.232  -5.435  -1.622  0.477
H  5.512  -0.854  -3.419  0.213
H  -4.049  -1.908  -3.847  0.213
H  1.441  1.063  5.659  0.251
H  4.932  -1.522  -6.308  0.261
H  -2.714  1.075  -2.063  0.250
H  1.265  3.781  4.533  0.463
H  1.451  1.775  0.787  0.238
H  0.714  3.799  6.889  0.193
H  -4.701  -0.292  -1.357  0.242
H  3.967  0.149  -3.824  0.224
H  5.523  0.384  -4.919  0.233
H  -0.271  6.652  6.005  0.214
H  -1.549  1.348  -0.240  0.252
H  2.723  2.093  3.233  0.271
H  -0.705  -0.501  6.809  0.247
H  1.076  5.308  7.758  0.215
H  -1.566  -2.914  -5.225  0.265
H  -0.843  -0.009  -6.400  0.249
H  1.165  -3.835  -4.713  0.274
H  -2.199  -0.642  2.964  0.226
H  0.146  6.478  4.284  0.218
H  -2.982  -0.026  -3.568  0.262
H  -2.302  0.090  5.998  0.242
H  4.820  -2.705  -4.733  0.237
H  -1.655  -1.646  5.643  0.242
H  -2.946  -3.976  -3.240  0.162
H  2.183  6.212  5.690  0.180
H  -3.426  -1.580  -0.750  0.209
H  -2.780  -0.664  -6.243  0.236
H  -5.536  -2.376  -2.634  0.260
H  2.712  -3.574  -3.566  0.287
H  -2.377  -0.173  0.542  0.267
H  -0.641  5.149  5.127  0.196

5.
Formula: C5H13N2O
Source: the Open Molecules 2025 dataset
Level of theory: ωB97M-V/def2-TZVPD

- energy above the lowest of the compared OMol25 structures with the same formula, charge and spin (eV) = 0.959
- HOMO energy (eV) = -3.114
- charge = -1
- LUMO energy (eV) = 4.14
- strongest force on any atom (eV Å⁻¹) = 1.6

Each line ends with the natural charge from an NBO analysis.
Atoms and positions in Å:
O  0.034  0.251  -1.304  -0.961
N  -1.637  -1.125  0.067  -0.843
N  -1.713  0.068  3.559  -0.865
C  2.684  1.275  -1.190  -0.615
C  0.819  0.218  -2.433  -0.016
C  2.334  0.102  -2.052  -0.418
C  -1.281  0.029  2.198  -0.246
C  -1.718  -1.001  1.434  0.034
H  0.595  -0.661  -3.092  0.092
H  2.484  -0.873  -1.486  0.178
H  0.655  1.114  -3.091  0.093
H  1.912  1.432  -0.421  0.242
H  -2.153  0.931  3.842  0.341
H  3.015  0.088  -2.937  0.158
H  -0.586  0.778  1.768  0.176
H  3.688  1.156  -0.747  0.173
H  -0.952  -0.149  4.229  0.332
H  -0.952  -0.568  -0.544  0.467
H  -2.290  -1.770  1.962  0.158
H  -2.011  -1.988  -0.291  0.345
H  2.747  2.162  -1.881  0.174

6.
Formula: C5H9NO2
Source: the Open Molecules 2025 dataset
Level of theory: ωB97M-V/def2-TZVPD

- SMILES = CC1(C)CC(=O)N1O
- energy above the lowest of the compared OMol25 structures with the same formula, charge and spin (eV) = 2.165
- HOMO energy (eV) = -9.639
- LUMO energy (eV) = 0.66
- strongest force on any atom (eV Å⁻¹) = 0.6

Each line ends with the natural charge from an NBO analysis.
Atoms and positions in Å:
O  -1.117  2.004  -0.381  -0.525
O  -2.995  -0.363  -0.037  -0.578
N  -0.917  0.658  -0.518  -0.166
C  0.766  0.304  1.299  -0.634
C  1.409  -0.067  -1.108  -0.617
C  -1.806  -0.348  -0.229  0.662
C  0.283  -0.094  -0.093  0.118
C  -0.636  -1.346  -0.109  -0.500
H  2.201  -0.756  -0.812  0.214
H  1.032  -0.342  -2.101  0.220
H  -0.513  -1.999  -0.974  0.234
H  1.596  -0.332  1.602  0.223
H  1.842  0.938  -1.173  0.219
H  -0.652  -1.922  0.812  0.231
H  -0.024  0.212  2.056  0.211
H  -1.577  2.110  0.473  0.466
H  1.108  1.343  1.293  0.223

7.
Formula: C2H7O
Source: the Open Molecules 2025 dataset
Level of theory: ωB97M-V/def2-TZVPD

- energy above the lowest of the compared OMol25 structures with the same formula, charge and spin (eV) = 0.817
- multiplicity = 2
- HOMO energy (spin up / spin down) (eV) = 4.721 / 0.729
- charge = -2
- LUMO energy (spin up / spin down) (eV) = 7.92 / 8.08
- strongest force on any atom (eV Å⁻¹) = 3.6

Each line ends with the Mulliken spin population.
Atoms and positions in Å:
O  -2.439  -1.026  -0.647  -0.103
C  0.171  0.548  0.775  1.152
C  1.103  -0.036  -0.207  3.394
H  0.787  0.878  1.748  -0.886
H  1.259  -1.160  0.002  -0.366
H  -0.447  1.456  0.457  -0.198
H  -0.556  -0.324  1.046  -0.024
H  1.986  0.545  -0.340  -1.747
H  -2.506  -0.741  -1.566  0.002
H  0.643  -0.139  -1.267  -0.224

8.
Formula: C19H20ClN4O6S5SbSeTc
Source: the Open Molecules 2025 dataset
Level of theory: ωB97M-V/def2-TZVPD

- energy above the lowest of the compared OMol25 structures with the same formula, charge and spin (eV) = 0.926
- HOMO energy (spin up / spin down) (eV) = -9.567 / -9.485
- charge = +1
- LUMO energy (spin up / spin down) (eV) = -6.70 / -6.66
- strongest force on any atom (eV Å⁻¹) = 2.2

Each line ends with the natural charge from an NBO analysis.
Atoms and positions in Å:
Sb  -1.099  3.585  -1.072  1.004
Tc  -0.171  0.216  0.964  0.413
Se  1.623  0.891  -1.769  0.455
Cl  0.526  -2.499  0.907  2.556
S  1.119  0.311  2.982  0.042
S  0.874  1.994  -0.033  -0.054
S  -2.061  2.288  -2.622  -0.569
S  -2.497  3.035  1.066  -0.192
S  -2.046  1.202  1.668  0.348
O  -2.921  -0.980  -0.159  -0.598
O  1.269  -1.391  0.311  -0.797
O  0.070  -3.385  -0.083  -0.739
O  -0.904  -0.281  -0.822  -0.654
O  -0.623  -1.851  1.576  -0.800
O  1.311  -3.129  1.900  -0.789
N  -0.964  -0.619  4.449  -0.551
N  0.831  -1.838  4.564  -0.532
N  -4.429  -2.453  -2.069  -0.558
N  3.323  3.180  -2.698  -0.245
C  -0.849  -1.976  -2.915  -0.159
C  -7.027  -0.371  -0.604  0.001
C  -0.102  -2.567  5.424  -0.231
C  -6.292  -1.497  -0.940  -0.057
C  -1.373  -1.694  5.354  -0.229
C  -2.042  -1.795  -2.224  -0.167
C  2.684  2.286  -2.354  -0.044
C  -2.015  -0.968  -0.979  0.763
C  -8.268  -0.462  0.242  -0.636
C  -1.750  -3.862  -4.093  -0.157
C  -4.705  -0.062  -2.178  -0.255
C  -6.674  -2.873  -0.468  -0.655
C  -0.703  -2.979  -3.856  -0.222
C  -2.961  -3.669  -3.468  -0.237
C  -3.148  -2.607  -2.572  0.207
C  -5.108  -1.333  -1.715  0.289
C  -5.451  1.035  -1.846  -0.205
C  -6.588  0.883  -1.053  -0.201
C  0.276  -0.776  4.010  0.376
H  0.293  -2.640  6.436  0.226
H  -1.571  0.130  4.163  0.435
H  -5.854  -3.331  0.089  0.225
H  1.690  -2.245  4.234  0.451
H  -1.645  -1.284  6.326  0.224
H  -4.981  -3.302  -2.052  0.405
H  -3.798  -4.318  -3.699  0.219
H  -3.834  0.041  -2.810  0.221
H  -7.152  1.764  -0.772  0.210
H  -0.018  -1.328  -2.679  0.217
H  -9.010  -1.114  -0.219  0.225
H  -1.627  -4.692  -4.775  0.228
H  -8.034  -0.854  1.233  0.219
H  -5.165  2.012  -2.208  0.221
H  -6.931  -3.533  -1.304  0.214
H  -2.226  -2.238  4.951  0.226
H  -7.542  -2.838  0.182  0.236
H  -8.717  0.520  0.370  0.224
H  0.233  -3.095  -4.385  0.224
H  -0.266  -3.571  5.035  0.229

9.
Formula: C6H9ClN2OS
Source: the Open Molecules 2025 dataset
Level of theory: ωB97M-V/def2-TZVPD

- SMILES = CCC(=O)/N=C(Cl)/C=N\CS
- energy above the lowest of the compared OMol25 structures with the same formula, charge and spin (eV) = 0.682
- HOMO energy (eV) = -9.217
- LUMO energy (eV) = -0.74
- strongest force on any atom (eV Å⁻¹) = 3.8

Each line ends with the natural charge from an NBO analysis.
Atoms and positions in Å:
Cl  -3.299  -0.588  -0.399  -0.012
S  1.458  1.738  -0.291  -0.102
O  -0.783  -2.606  1.000  -0.509
N  -1.192  2.538  0.455  -0.301
N  -0.704  -0.453  0.293  -0.470
C  -1.928  1.563  0.099  -0.003
C  0.557  -1.959  -0.852  -0.507
C  1.898  -1.624  -0.126  -0.617
C  -1.734  0.150  -0.053  0.261
C  0.192  2.767  0.527  -0.378
C  -0.462  -1.808  0.212  0.691
H  0.710  0.646  -0.333  0.139
H  0.671  -2.899  -1.214  0.233
H  0.289  2.744  1.578  0.237
H  -2.939  1.893  0.337  0.208
H  1.706  -0.822  0.742  0.224
H  0.227  3.652  -0.059  0.240
H  0.325  -1.204  -1.590  0.215
H  2.726  -1.145  -0.677  0.228
H  2.282  -2.582  0.351  0.224

10.
Formula: C4H6O3Pd
Source: the Open Molecules 2025 dataset
Level of theory: ωB97M-V/def2-TZVPD

- multiplicity = 3
- HOMO energy (spin up / spin down) (eV) = -19.947 / -21.884
- charge = +2
- LUMO energy (spin up / spin down) (eV) = -11.01 / -13.04
- strongest force on any atom (eV Å⁻¹) = 8.7

Each line ends with the Mulliken spin population.
Atoms and positions in Å:
Pd  -1.481  -0.660  -1.458  1.065
O  -1.391  0.360  0.006  0.221
O  0.237  -0.966  -0.075  0.260
O  1.135  0.426  -1.806  -0.044
C  0.350  -0.495  -1.624  0.431
C  1.039  1.686  -0.538  0.081
C  -0.740  -0.468  0.696  -0.035
C  -0.475  -0.370  2.140  0.008
H  0.454  -0.898  2.401  0.005
H  1.842  1.307  0.103  0.006
H  0.436  2.225  0.193  -0.002
H  -0.274  0.672  2.426  0.002
H  -1.322  -0.764  2.704  -0.002
H  1.218  2.535  -1.203  0.003

11.
Formula: C4H12N4
Source: the Open Molecules 2025 dataset
Level of theory: ωB97M-V/def2-TZVPD

- SMILES = CC(C)N(C)/N=N/N
- energy above the lowest of the compared OMol25 structures with the same formula, charge and spin (eV) = 3.340
- HOMO energy (eV) = -8.023
- LUMO energy (eV) = 1.18
- strongest force on any atom (eV Å⁻¹) = 3.8

Each line ends with the natural charge from an NBO analysis.
Atoms and positions in Å:
N  -1.030  0.262  -0.221  -0.255
N  -0.831  -1.748  0.722  -0.124
N  -0.044  -2.891  0.751  -0.646
N  -0.456  -0.935  -0.171  -0.099
C  0.960  0.794  -1.838  -0.636
C  0.476  1.086  -0.440  0.023
C  1.515  0.898  0.644  -0.650
C  -2.042  0.572  0.769  -0.455
H  1.075  1.016  1.634  0.220
H  -0.615  -3.664  1.077  0.358
H  0.048  2.083  -0.382  0.188
H  1.456  -0.172  -1.881  0.219
H  0.364  -3.123  -0.154  0.347
H  1.948  -0.101  0.594  0.221
H  0.118  0.780  -2.526  0.230
H  -2.458  1.553  0.523  0.205
H  1.653  1.576  -2.156  0.215
H  -1.644  0.591  1.794  0.187
H  2.304  1.643  0.508  0.224
H  -2.797  -0.219  0.755  0.228

12.
Formula: C5H12NP
Source: the Open Molecules 2025 dataset
Level of theory: ωB97M-V/def2-TZVPD

- SMILES = [H]/N=P/C(C)=C/C.C
- energy above the lowest of the compared OMol25 structures with the same formula, charge and spin (eV) = 1.669
- HOMO energy (eV) = -8.842
- LUMO energy (eV) = 0.20
- strongest force on any atom (eV Å⁻¹) = 2.1

Each line ends with the natural charge from an NBO analysis.
Atoms and positions in Å:
P  2.261  0.093  -0.805  1.051
N  3.232  0.211  0.396  -1.147
C  -1.508  1.837  -0.752  -0.660
C  0.653  0.596  -0.074  -0.397
C  -0.273  1.036  -0.965  -0.111
C  0.754  0.932  1.420  -0.678
C  -0.082  -2.244  -0.150  -0.876
H  0.882  -1.946  0.375  0.222
H  4.188  0.083  0.228  0.372
H  -0.595  -3.221  0.012  0.223
H  -0.189  0.764  -2.053  0.197
H  0.930  -0.046  1.945  0.227
H  -2.287  1.297  -1.198  0.224
H  -1.534  2.782  -1.347  0.232
H  -0.652  -1.387  0.172  0.219
H  -0.137  -2.170  -1.269  0.216
H  -1.656  1.938  0.326  0.219
H  -0.001  1.533  1.949  0.216
H  1.649  1.492  1.666  0.251

Question: Look up the strongest force on any atom of the ninth one.
Answer: 3.8 eV Å⁻¹

Question: Among the records above, which one has the lowest strongest force on any atom?
Answer: C5H9NO2

Question: Which formula does entry 1 have?
Answer: CH5N2S

Question: Which value of strongest force on any atom does entry 1 give?
Answer: 7.0 eV Å⁻¹